{"formula": "C17H17N3O6S", "method": "ωB97M-V/def2-TZVPD", "total_charge": 0, "smiles": "O=C(O)c1ccc(NS(=O)(=O)c2ccc(N3CCCC3)c([N+](=O)[O-])c2)cc1", "relative_energy_kj_mol": 294.4, "spin_multiplicity": 1, "orbital_gap_ev": 8.25, "symbols": ["O", "C", "O", "H", "C", "C", "C", "C", "C", "C", "H", "H", "N", "H", "S", "O", "O", "C", "C", "C", "C", "N", "C", "C", "C", "H", "C", "H", "H", "H", "H", "H", "H", "H", "C", "C", "H", "H", "N", "O", "O", "H", "H", "H"], "coordinates": [[-2.011, -1.674, -5.305], [-0.991, -1.230, -4.838], [0.195, -1.839, -5.026], [0.065, -2.630, -5.572], [-0.900, -0.005, -4.024], [0.322, 0.488, -3.566], [0.369, 1.639, -2.809], [-0.809, 2.315, -2.488], [-2.032, 1.827, -2.953], [-2.074, 0.682, -3.716], [-3.011, 0.292, -4.082], [-2.943, 2.356, -2.712], [-0.752, 3.459, -1.713], [-1.630, 3.899, -1.487], [0.424, 3.692, -0.533], [1.694, 3.933, -1.142], [-0.128, 4.687, 0.331], [0.479, 2.106, 0.286], [-0.680, 1.519, 0.721], [-0.663, 0.258, 1.316], [0.571, -0.387, 1.619], [0.706, -1.430, 2.454], [-0.364, -2.091, 3.176], [0.326, -3.136, 4.048], [1.707, -2.537, 4.277], [1.666, -1.782, 5.063], [2.006, -1.875, 2.935], [2.441, -2.593, 2.232], [2.688, -1.031, 3.053], [2.455, -3.279, 4.545], [0.412, -4.077, 3.504], [-0.217, -3.319, 4.972], [-0.911, -1.356, 3.782], [-1.075, -2.558, 2.486], [1.726, 0.210, 1.044], [1.681, 1.416, 0.397], [2.568, 1.856, -0.028], [2.666, -0.311, 1.098], [-1.949, -0.344, 1.448], [-2.051, -1.522, 1.145], [-2.883, 0.362, 1.776], [-1.635, 2.002, 0.578], [1.309, 2.044, -2.475], [1.231, -0.034, -3.816]]}



{"formula": "C17H17N5O4", "method": "ωB97M-V/def2-TZVPD", "total_charge": 0, "smiles": "O=[N+]([O-])c1cnc2no[n+]([O-])c2c1.CN(C1=CCCC1)c1ccccc1", "relative_energy_kj_mol": 552.9, "spin_multiplicity": 1, "orbital_gap_ev": 6.14, "symbols": ["C", "N", "C", "C", "C", "C", "C", "C", "C", "C", "C", "C", "C", "H", "H", "H", "H", "H", "H", "H", "H", "H", "H", "H", "H", "H", "H", "H", "O", "N", "C", "C", "C", "N", "O", "O", "N", "C", "N", "C", "O", "H", "H"], "coordinates": [[1.043, 1.962, 1.457], [1.146, 0.528, 1.196], [0.028, -0.190, 0.951], [-1.247, 0.289, 0.689], [-2.260, -0.798, 0.884], [-1.425, -2.096, 1.078], [0.074, -1.702, 1.042], [2.453, -0.060, 1.245], [3.088, -0.270, 2.473], [4.346, -0.886, 2.509], [5.010, -1.201, 1.309], [4.394, -0.933, 0.083], [3.119, -0.370, 0.050], [2.053, 2.346, 1.631], [0.594, 2.497, 0.604], [0.428, 2.136, 2.353], [-1.519, 1.341, 0.798], [-2.881, -0.615, 1.777], [-2.949, -0.871, 0.038], [-1.648, -2.525, 2.058], [-1.655, -2.855, 0.325], [0.576, -2.109, 0.153], [0.633, -2.087, 1.906], [2.568, 0.015, 3.395], [4.810, -1.111, 3.470], [6.007, -1.652, 1.339], [4.899, -1.159, -0.864], [2.610, -0.175, -0.895], [-2.737, 2.937, 0.306], [-3.434, 2.666, -0.708], [-3.031, 1.581, -1.552], [-1.747, 1.004, -1.385], [-1.524, -0.017, -2.308], [-0.305, -0.602, -2.653], [0.771, -0.613, -2.081], [-0.443, -1.212, -3.921], [-1.764, -1.043, -4.395], [-2.392, -0.292, -3.427], [-3.573, 0.306, -3.561], [-3.897, 1.189, -2.615], [-4.472, 3.328, -0.995], [-0.880, 1.637, -1.074], [-4.868, 1.683, -2.685]]}



{"formula": "C17H17N7OPtS4", "method": "ωB97M-V/def2-TZVPD", "total_charge": 2, "spin_multiplicity": 1, "orbital_gap_ev": 6.63, "symbols": ["Pt", "C", "S", "C", "S", "N", "N", "C", "C", "C", "C", "C", "C", "N", "H", "H", "H", "H", "H", "H", "H", "H", "C", "N", "C", "C", "N", "C", "S", "C", "C", "C", "C", "C", "N", "H", "H", "H", "H", "H", "H", "H", "H", "H", "O", "S", "N"], "coordinates": [[0.526, 0.468, -0.609], [0.420, 2.687, 4.232], [1.721, 1.463, 3.949], [1.432, 0.953, 2.322], [-0.044, 1.407, 1.501], [2.372, 0.247, 1.814], [2.212, -0.132, 0.530], [3.254, -0.409, -0.159], [3.064, -0.821, -1.540], [4.102, -1.233, -2.348], [3.826, -1.603, -3.661], [2.522, -1.547, -4.119], [1.530, -1.108, -3.252], [1.795, -0.764, -1.994], [0.530, 2.996, 5.269], [-0.567, 2.257, 4.080], [0.565, 3.543, 3.578], [4.240, -0.274, 0.273], [5.106, -1.275, -1.948], [4.624, -1.933, -4.313], [2.265, -1.838, -5.127], [0.496, -1.043, -3.566], [-3.990, 2.564, -1.520], [-3.682, 1.481, -0.580], [-4.477, 1.094, 0.481], [-3.857, 0.081, 1.103], [-2.664, -0.161, 0.416], [-2.585, 0.722, -0.616], [-1.417, 0.859, -1.867], [-1.750, -1.202, 0.730], [-2.075, -2.122, 1.712], [-1.248, -3.209, 1.921], [-0.129, -3.367, 1.119], [0.164, -2.373, 0.218], [-0.605, -1.278, 0.042], [-5.032, 2.840, -1.395], [-3.822, 2.237, -2.541], [-3.355, 3.425, -1.319], [-5.416, 1.570, 0.704], [-4.176, -0.479, 1.959], [-2.968, -2.014, 2.306], [-1.488, -3.935, 2.686], [0.506, -4.238, 1.198], [1.039, -2.434, -0.409], [3.087, 2.793, 0.622], [2.479, 3.032, -0.672], [1.471, 2.073, -1.210]]}



{"formula": "C17H18AuNO2S2Se3Te2", "method": "ωB97M-V/def2-TZVPD", "total_charge": 0, "spin_multiplicity": 3, "orbital_gap_ev": [6.77, 5.26], "symbols": ["Au", "O", "S", "C", "C", "C", "C", "S", "O", "C", "C", "C", "C", "C", "C", "C", "C", "C", "C", "C", "C", "H", "H", "H", "H", "H", "H", "H", "H", "H", "H", "H", "H", "H", "H", "H", "H", "H", "H", "Se", "Te", "Te", "Se", "Se", "C", "N"], "coordinates": [[0.652, 2.220, -2.178], [-0.474, 0.605, -3.370], [-0.882, -0.845, -3.184], [0.683, -1.675, -2.655], [0.560, -2.782, -1.612], [0.764, -2.286, -0.179], [2.197, -1.819, 0.089], [2.361, 0.017, 0.264], [1.342, 0.535, -0.757], [1.500, 0.226, 1.827], [1.786, -0.530, 2.960], [1.104, -0.263, 4.143], [0.160, 0.755, 4.204], [-0.100, 1.530, 3.085], [0.575, 1.267, 1.888], [-1.841, -0.921, -1.667], [-1.776, 0.095, -0.729], [-2.537, -0.005, 0.440], [-3.366, -1.095, 0.642], [-3.456, -2.091, -0.321], [-2.688, -2.009, -1.488], [1.314, -0.850, -2.308], [1.099, -2.062, -3.600], [1.306, -3.573, -1.817], [-0.407, -3.293, -1.691], [0.516, -3.101, 0.537], [0.081, -1.477, 0.078], [2.854, -2.100, -0.741], [2.625, -2.262, 1.000], [2.539, -1.319, 2.916], [1.330, -0.857, 5.026], [-0.361, 0.945, 5.139], [-0.806, 2.350, 3.091], [0.378, 1.844, 0.990], [-1.136, 0.960, -0.935], [-2.472, 0.802, 1.165], [-3.945, -1.165, 1.555], [-4.109, -2.948, -0.180], [-2.762, -2.773, -2.266], [3.543, 3.384, -0.866], [2.494, 5.537, -0.880], [1.107, 5.848, -3.237], [1.195, 3.621, -4.222], [-2.206, 3.908, 0.891], [-0.854, 3.836, -0.160], [0.116, 3.818, -0.887]]}



{"formula": "C17H18BFeN2O2S3Sb", "method": "ωB97M-V/def2-TZVPD", "total_charge": -1, "relative_energy_kj_mol": 20.1, "spin_multiplicity": 6, "orbital_gap_ev": [5.99, 5.93], "symbols": ["Fe", "S", "Sb", "S", "S", "N", "C", "N", "C", "C", "C", "C", "C", "C", "H", "H", "H", "H", "H", "H", "C", "C", "C", "C", "C", "C", "C", "C", "O", "B", "O", "C", "C", "H", "H", "H", "H", "H", "H", "H", "H", "H", "H", "H", "H"], "coordinates": [[-0.392, -0.288, 0.479], [-4.731, -0.416, -1.629], [-2.939, -1.201, -0.513], [-0.810, -0.290, -1.682], [-2.363, 0.352, 1.384], [0.378, 3.653, 1.066], [0.094, 2.529, 0.378], [0.725, 1.475, 0.846], [1.460, 1.935, 1.933], [2.306, 1.253, 2.806], [2.906, 1.985, 3.812], [2.685, 3.363, 3.953], [1.854, 4.052, 3.089], [1.250, 3.308, 2.084], [-0.030, 4.552, 0.887], [-0.594, 2.488, -0.453], [2.489, 0.195, 2.695], [3.563, 1.482, 4.509], [3.174, 3.898, 4.757], [1.682, 5.114, 3.200], [5.787, -3.476, 5.308], [4.438, -3.643, 6.010], [4.269, -5.124, 6.377], [4.468, -2.806, 7.295], [3.267, -3.209, 5.123], [1.975, -3.204, 5.656], [0.850, -2.850, 4.916], [1.060, -2.498, 3.600], [0.184, -2.097, 2.645], [0.914, -1.780, 1.471], [2.275, -2.065, 1.764], [2.339, -2.491, 3.057], [3.455, -2.844, 3.786], [6.590, -3.743, 5.998], [5.952, -2.448, 4.983], [5.872, -4.126, 4.436], [5.112, -5.467, 6.983], [4.218, -5.741, 5.479], [3.354, -5.289, 6.946], [5.317, -3.103, 7.916], [3.562, -2.937, 7.886], [4.566, -1.744, 7.065], [1.834, -3.492, 6.690], [-0.144, -2.848, 5.342], [4.431, -2.828, 3.326]]}



no.,largest force on an atom (eV Å⁻¹)
1,1.3
2,3.8
3,3.2
4,4.3
5,0.9